Entry 1:
82
Properties=species:S:1:pos:R:3:forces:R:3 method="wB97M-V/def2-TZVPD" homo_ev=-8.099 e_above_lowest_kcal_mol=2.9 gap_ev=8.3 energy_ha=-4684.81834
In -0.83994 -0.34382 -0.22172 0.1812 0.0711 0.1095
C 1.54120 4.94664 -1.15933 0.0109 0.0596 -0.0092
C 1.02209 4.58307 -2.55148 0.0559 0.0078 0.0125
S -0.29545 3.34563 -2.52726 -0.0230 -0.0347 -0.0285
C 0.28272 2.16950 -3.77210 0.0734 -0.0233 0.0048
C 1.63395 1.49882 -3.52222 -0.0778 0.0320 -0.0144
S 1.74800 0.62310 -1.94154 -0.1143 -0.0281 0.0277
C 3.23320 1.31081 -1.17490 0.0668 0.0098 0.0199
C 3.34600 2.82500 -1.02735 0.0558 -0.0504 0.0189
S 2.01199 3.58324 -0.06948 -0.0118 -0.0095 -0.0159
H 0.77193 5.47969 -0.59792 -0.0238 -0.0245 0.0060
H 2.38765 5.62940 -1.26265 -0.0347 0.0384 0.0013
H 1.83931 4.22003 -3.17382 -0.0045 -0.0198 -0.0256
H 0.64822 5.49160 -3.02687 0.0474 0.0269 0.0042
H 0.31418 2.65837 -4.74808 -0.0137 -0.0280 -0.0252
H -0.50299 1.41255 -3.81658 -0.0152 0.0248 0.0450
H 2.44195 2.22604 -3.57286 0.0571 0.0127 0.0080
H 1.80972 0.77127 -4.31596 -0.0006 0.0326 -0.0321
H 4.10481 0.94647 -1.72360 0.0220 0.0171 0.0167
H 3.25613 0.83193 -0.19222 -0.0291 0.0084 -0.0262
H 3.38827 3.30371 -2.00451 -0.0185 0.0100 -0.0172
H 4.29771 3.03878 -0.53703 0.0203 -0.0058 -0.0207
S -2.07351 3.12136 2.51425 0.0011 0.0065 0.0098
C -0.64152 2.56968 3.32478 0.0083 0.1097 0.0973
C -0.19347 2.84491 4.61450 -0.0176 -0.0087 -0.0171
C 1.00715 2.29385 5.01645 0.0341 -0.0229 -0.0449
C 1.75898 1.49050 4.14825 -0.0658 0.0464 0.0254
C 1.31366 1.22069 2.87176 0.0065 -0.0644 0.0437
C 0.09420 1.75713 2.46333 0.0252 -0.0701 -0.2136
N -0.48081 1.58361 1.21429 -0.0078 -0.1818 0.1454
C -1.60008 2.22971 1.10471 -0.0388 0.0372 -0.2820
C -2.40837 2.17203 -0.12993 0.1249 -0.0176 0.1876
C -3.33299 3.16539 -0.42871 -0.0686 0.0238 -0.0538
C -4.03548 3.10911 -1.62323 0.0298 -0.0545 0.0340
C -3.80731 2.06286 -2.50593 -0.0163 0.0710 0.0253
C -2.88014 1.07176 -2.20132 0.0666 -0.1018 -0.0338
C -2.16726 1.11197 -1.00980 -0.1799 0.1560 -0.1884
H -0.77016 3.46899 5.28342 -0.0009 0.0127 0.0071
H 1.37513 2.48974 6.01434 -0.0017 0.0012 0.0153
H 2.69883 1.07547 4.48615 0.0132 -0.0011 0.0135
H 1.88117 0.59404 2.19496 0.0005 0.0428 0.0089
H -3.49080 3.99418 0.25227 -0.0008 -0.0003 0.0187
H -4.75425 3.88040 -1.86541 -0.0004 0.0167 -0.0023
H -4.35467 2.01605 -3.43863 -0.0112 -0.0047 -0.0157
H -2.72651 0.25993 -2.90754 -0.0319 0.0956 0.1015
C 3.16164 -3.98411 1.34138 -0.0542 -0.0545 0.0296
N 2.49000 -3.90582 0.06510 0.0992 0.0544 0.0040
C 2.96806 -4.69237 -1.07134 -0.0777 -0.0880 0.0341
C 2.03640 -4.23632 -2.19805 0.0250 0.0587 0.0396
N 1.56598 -2.95725 -1.67658 0.0230 0.0749 -0.1066
C 1.76979 -2.85837 -0.37610 -0.0731 0.0485 0.0071
S 1.21852 -1.62359 0.66675 0.0788 0.0474 -0.0477
H 4.22065 -3.73284 1.23669 0.0208 0.0147 0.0026
H 3.07483 -4.99679 1.73376 0.0239 -0.0098 0.0085
H 2.69917 -3.29558 2.04381 -0.0270 -0.0111 -0.0218
H 2.87702 -5.75740 -0.86187 0.0411 0.0043 0.0016
H 4.02073 -4.46186 -1.26825 -0.0167 0.0357 -0.0249
H 1.19449 -4.91280 -2.33665 -0.0516 -0.0173 -0.0169
H 2.54401 -4.10963 -3.15084 -0.0109 0.0049 0.0052
H 0.89526 -2.35868 -2.15410 0.0935 -0.0640 0.0588
C -2.79358 -3.54880 2.41579 -0.0719 -0.1454 -0.0246
Si -2.04848 -1.87134 2.74722 -0.0923 0.2398 -0.3506
C -3.20211 -0.89361 3.84731 -0.0464 0.0596 0.1046
C -0.47148 -2.14206 3.73044 0.1896 0.0440 -0.0348
O -1.86115 -1.05715 1.35349 0.0087 -0.3523 0.2797
H -2.81673 -4.15880 3.32247 -0.0220 -0.0168 0.0059
H -2.21165 -4.08451 1.66191 0.0088 -0.0094 0.0219
H -3.81566 -3.45779 2.04186 -0.0096 -0.0073 -0.0168
H -3.60759 -1.52875 4.63935 -0.0117 0.0257 0.0402
H -4.03813 -0.48359 3.27802 -0.0154 -0.0123 -0.0168
H -2.67739 -0.06126 4.32578 -0.0085 0.0186 -0.0266
H -0.71288 -2.18952 4.79505 0.0019 -0.0585 0.0336
H 0.24594 -1.32813 3.59340 -0.0483 0.0052 0.0283
H 0.02503 -3.07432 3.45086 0.0226 0.0047 -0.0062
F -3.11151 -4.22645 -2.37785 -0.1324 -0.0873 0.0437
C -2.44019 -3.20563 -1.86216 -0.0745 0.1053 0.0094
F -1.62999 -3.66457 -0.89809 0.0813 -0.0877 0.0287
F -3.29588 -2.34622 -1.30231 0.0353 -0.0848 -0.0779
S -1.45074 -2.37438 -3.16118 0.1308 0.1496 0.0843
O -2.40450 -1.75758 -4.03369 0.1163 -0.1391 -0.0419
O -0.58677 -3.40927 -3.67421 -0.1350 0.1846 0.0006
O -0.68356 -1.38806 -2.34062 -0.1138 -0.1534 0.0013

---

Entry 2:
79
Properties=species:S:1:pos:R:3:forces:R:3 method="wB97M-V/def2-TZVPD" homo_ev=-11.826 charge=+1 gap_ev=9.2 energy_ha=-2397.89455
C -0.52286 -4.58726 -3.33220 -0.2406 0.5497 -0.0458
C -0.17761 -3.99381 -2.00341 0.1867 -0.1741 -0.2000
N 1.02000 -3.98688 -1.59563 -0.0669 0.1755 0.1364
C -1.33742 -3.45739 -1.18804 0.1303 0.0743 0.2903
C -1.42410 -1.96765 -1.09139 -0.0001 0.7558 -0.2327
C -0.80060 -0.93146 -1.74919 -0.4883 -0.4544 0.7446
C 0.14143 -1.00691 -2.90224 -0.3570 -0.1288 0.4128
C -0.50749 -1.39619 -4.19750 -0.0136 0.5406 1.3256
O 0.05905 -1.73245 -5.14561 1.1118 -0.7542 -2.0537
F -1.83259 -1.28945 -4.18216 -1.1270 0.1374 0.1306
N -1.29668 0.25510 -1.19069 -0.2903 -0.6088 0.5120
C -0.97057 1.62133 -1.63294 0.2746 0.0874 -0.4102
C 0.52586 2.00610 -1.65052 -0.1607 0.3832 -0.1228
C 0.78694 3.22400 -0.76679 -0.1451 0.1098 -0.4537
I 1.09402 2.55523 -3.67477 0.1111 -0.1691 0.1758
C -2.21111 -0.05362 -0.24213 0.4126 -0.1177 -0.5208
C -2.96328 0.91932 0.58781 -0.0996 -0.1682 0.5319
C -2.68328 0.81880 2.09946 0.1511 0.5345 -0.0548
C -1.38178 1.51360 2.53148 0.1002 -0.7722 0.4394
C -0.32496 0.46266 2.92095 -0.0156 -0.0266 -0.0164
N 0.84003 1.00332 3.61357 -0.1535 0.1741 -0.3360
C 1.64127 1.83705 2.80894 -0.0997 -0.2966 0.0701
C 2.28804 1.13420 1.65023 -0.3003 -0.1446 0.0409
O 1.78954 3.00607 3.04576 0.2706 0.3742 0.2482
N -2.31561 -1.39594 -0.17662 0.7080 0.7056 -0.4517
C -3.22055 -2.15189 0.67733 -0.3291 -0.1631 0.2331
C -4.69853 -1.83199 0.46017 0.1430 0.0243 -0.3535
O -5.40455 -3.03862 0.60850 -0.1476 -0.0049 0.3099
C -6.64204 -2.90263 1.28909 0.3230 -0.1368 -0.4585
C -7.46635 -4.14624 1.01964 -0.3366 -0.2399 0.1449
F -8.43556 -4.24366 1.95451 0.2605 0.0335 -0.2816
F -6.73493 -5.26695 1.05635 -0.1270 0.2244 0.0352
F -8.06618 -4.08008 -0.18113 0.1835 -0.0711 0.1555
H -0.92714 -5.58691 -3.19611 0.0665 -0.2064 -0.0224
H -1.31301 -3.99824 -3.79890 -0.1083 -0.0292 -0.1091
H 0.33492 -4.58450 -3.99063 0.1864 -0.2631 -0.0307
H 1.08496 -3.57666 -0.66028 0.0986 -0.0455 -0.0213
H -2.28124 -3.85929 -1.55024 -0.1302 -0.0478 -0.1159
H -1.20185 -3.83004 -0.17319 -0.0226 -0.1392 0.1316
H 0.63807 -0.07010 -3.11284 0.1565 0.2399 0.0584
H 0.90864 -1.74995 -2.70957 0.1897 -0.0065 -0.0019
H -1.44480 2.33160 -0.97404 -0.2623 -0.0846 0.2082
H -1.42671 1.77078 -2.60520 -0.0431 -0.1276 -0.1858
H 1.17000 1.18225 -1.37508 0.0837 -0.2197 0.0138
H 1.84466 3.36659 -0.58197 0.1239 -0.1037 0.1724
H 0.22097 3.16633 0.16007 0.1922 -0.1557 0.3061
H 0.43762 4.11284 -1.28587 -0.1231 0.1601 0.0369
H -4.03212 0.83151 0.41597 -0.1329 -0.2449 -0.2083
H -2.71588 1.92411 0.28074 0.0032 0.1860 -0.1111
H -3.53129 1.27420 2.60178 -0.0923 0.0851 0.0758
H -2.63735 -0.20427 2.45693 -0.1863 -0.2270 -0.1051
H -1.00209 2.17510 1.75741 0.0735 0.1864 -0.0504
H -1.55802 2.10215 3.42689 -0.1019 0.3029 -0.0071
H -0.79011 -0.27256 3.57264 -0.0763 -0.1037 0.1398
H -0.00387 -0.07655 2.03074 0.1242 -0.1508 -0.0338
H 0.55857 1.50176 4.44917 -0.0078 0.1669 0.0012
H 1.51318 0.90375 0.92249 -0.0240 0.0274 -0.2980
H 2.68686 0.17859 1.97247 0.2284 -0.0753 0.0361
H 3.03388 1.76247 1.18842 0.0942 0.0865 -0.0692
H -3.12079 -3.20316 0.45194 0.1453 -0.1437 -0.2071
H -2.94144 -2.04513 1.71935 0.1049 0.0980 0.1115
H -4.83480 -1.46026 -0.55917 -0.0573 0.1434 -0.0858
H -5.03841 -1.06664 1.15498 -0.1441 0.0396 0.1558
H -7.20875 -2.06545 0.88731 -0.1429 0.1694 0.1230
H -6.48350 -2.79389 2.35842 -0.0590 0.0112 0.1959
C 8.92224 3.96540 0.92728 -0.0219 -0.0109 -0.0078
C 8.84304 2.62410 0.57537 -0.0046 0.0924 0.0251
C 7.63120 2.07838 0.18809 0.0974 -0.1548 -0.0206
C 6.51577 2.89579 0.15914 0.1014 0.0589 -0.0009
C 6.57119 4.23267 0.50927 -0.0606 0.1744 0.0314
C 7.78826 4.76661 0.89705 0.0725 -0.0653 -0.0008
N 5.23191 2.32689 -0.26367 -0.0084 -0.0546 0.0057
O 5.18858 1.14487 -0.53815 -0.0248 -0.0365 0.0058
O 4.26505 3.06814 -0.30840 -0.0334 0.0785 -0.0335
H 9.87200 4.38816 1.22565 0.0065 0.0017 0.0081
H 9.72690 2.00270 0.60073 0.0039 -0.0167 -0.0020
H 7.55935 1.03711 -0.08719 -0.0895 0.0064 -0.0284
H 5.68421 4.84717 0.48196 -0.0522 -0.0687 -0.0321
H 7.85223 5.80924 1.17414 -0.0113 0.0135 0.0016

---

| no. | maximum force (eV/Å) |
| --- | --- |
| 1 | 0.45 |
| 2 | 2.45 |